[1]
ORCA calculation (wB97M-V/def2-TZVPD) on a molecular structure, C22H25BF2N2O2S2Sr in a non-equilibrium geometry.

CARTESIAN COORDINATES (ANGSTROEM)
1 H 1.933 0.137 2.598
2 C 0.993 -1.656 3.353
3 H -0.049 5.292 -1.372
4 H 2.710 -2.258 2.160
5 O 0.407 3.171 -4.109
6 C 0.048 4.131 0.448
7 H 0.231 2.737 2.074
8 Sr 0.845 -1.844 -1.796
9 F 5.307 -3.637 -0.603
10 H 0.745 -0.234 -0.975
11 C -3.957 -1.874 0.207
12 H -0.907 -0.294 -0.294
13 H 1.922 0.022 4.353
14 C 0.506 2.953 1.048
15 C 1.338 -0.168 3.453
16 C -5.062 -1.040 0.137
17 H -0.294 1.104 -1.182
18 C 0.113 -1.914 2.227
19 C -3.043 -0.871 -1.783
20 H 0.505 0.904 -3.399
21 C 2.262 1.507 -1.946
22 S 1.601 3.360 -3.303
23 H -5.847 -1.102 0.881
24 H -0.641 -1.537 4.787
25 H -3.865 -2.594 1.010
26 C -5.164 -0.131 -0.903
27 H 1.978 -3.556 3.060
28 C -0.284 0.005 -1.128
29 N -0.604 -2.198 1.383
30 C 0.263 -2.120 4.623
31 H 0.437 0.444 3.489
32 H 1.598 1.114 0.768
33 C -4.166 -0.048 -1.855
34 H -0.012 -3.166 4.525
35 H -6.021 0.529 -0.957
36 H -0.547 4.832 1.021
37 C -1.970 -0.743 -2.768
38 C 1.274 2.056 0.342
39 S 2.665 -0.028 -1.570
40 B 4.269 -2.995 0.021
41 H 0.168 -0.524 -4.382
42 H 2.956 -2.351 3.928
43 C 2.247 -2.505 3.116
44 C 0.353 -0.185 -3.367
45 N 2.450 2.011 -3.165
46 H 1.283 -0.550 -2.996
47 O 2.430 4.479 -3.709
48 H -2.243 -0.792 -3.817
49 F 4.930 -2.131 0.877
50 C -2.956 -1.802 -0.743
51 C 1.111 3.515 -1.587
52 H -2.105 -2.479 -0.701
53 C 1.587 2.347 -0.987
54 C -0.732 -0.401 -2.442
55 C 0.339 4.403 -0.889
56 H -4.247 0.680 -2.657
57 H 0.912 -2.008 5.491

Force components x, y, z for each atom (eV/Å):
H 0.052 0.075 -0.069
C 0.465 0.021 0.684
H -0.030 0.068 0.012
H 0.158 0.029 0.056
O -0.239 -0.044 -0.177
C -0.318 0.562 0.025
H 0.022 0.012 0.057
Sr 2.394 -11.022 2.001
F -0.090 -0.547 -0.486
H 0.274 2.453 1.681
C 0.119 -0.167 0.193
H -0.099 -0.162 0.181
H 0.028 -0.101 0.066
C 0.237 -0.380 0.072
C -0.053 -0.028 -0.206
C -0.139 -0.011 0.022
H 0.028 -0.389 0.373
C -0.069 0.127 0.151
C -0.206 -0.222 0.110
H 0.123 -0.430 -0.429
C -0.832 2.237 1.179
S 0.187 0.884 0.281
H 0.004 -0.016 0.041
H -0.085 0.049 0.031
H -0.013 -0.024 0.051
C -0.151 0.036 0.097
H 0.027 -0.153 0.072
C -3.064 3.330 1.731
N -0.321 -0.158 -0.597
C -0.059 0.017 -0.133
H -0.028 0.037 -0.004
H 0.045 0.098 0.003
C -0.013 0.092 -0.108
H -0.060 -0.142 0.069
H -0.054 0.035 -0.042
H -0.037 -0.001 -0.010
C -0.926 -0.826 -0.701
C -0.136 0.206 0.777
S 4.116 -2.174 1.536
B 0.142 0.220 -0.039
H -0.043 -0.180 -0.149
H 0.088 0.028 0.035
C -0.040 0.092 -0.132
C -1.276 2.567 -3.360
N -0.184 0.855 -1.025
H 1.203 1.740 -1.997
O -0.039 0.165 -0.145
H 0.035 -0.073 0.028
F -0.469 0.260 0.401
C -0.142 0.139 -0.149
C 0.269 -0.043 -0.614
H -0.210 0.140 0.017
C 0.824 -0.870 -0.766
C -1.489 1.318 -0.598
C -0.105 0.287 -0.126
H 0.079 -0.050 0.047
H 0.100 0.036 -0.016

Computed properties:
E: -2164.828077 hartree
largest force on an atom: 11.5 eV/Å
net charge: -2
LUMO (alpha / beta): 4.07 / 4.06 eV
frontier orbital gap (alpha / beta): 2.771 / 3.615 eV

Atom charges from the Löwdin analysis, given in e for atoms 1 to 4: atom 1 (H): 0.078, atom 2 (C): -0.589, atom 3 (H): 0.104, atom 4 (H): 0.040


[2]
ORCA calculation (wB97M-V/def2-TZVPD) on a molecular structure, C22H25BaBrNO in a non-equilibrium geometry.

CARTESIAN COORDINATES (ANGSTROEM)
1 C 0.948 0.699 -3.072
2 H -0.478 3.505 -2.082
3 H 2.523 -1.689 1.786
4 H 2.230 -0.700 -4.106
5 H -4.017 -0.896 0.501
6 H -0.560 0.239 -0.577
7 C 1.924 1.615 1.411
8 H 0.581 -2.737 3.600
9 H -0.201 -2.116 -1.191
10 H 0.020 0.206 -3.396
11 H -1.688 -2.107 -2.199
12 C 2.398 0.117 3.122
13 C 3.317 1.983 -2.268
14 H 1.770 2.215 3.592
15 C -1.463 -1.778 3.541
16 C 2.361 -0.614 1.900
17 C -2.005 -1.387 -0.163
18 H 1.881 0.020 -0.194
19 C -2.311 -1.412 2.445
20 C -2.223 0.634 -1.874
21 H 2.455 -0.342 4.115
22 H 4.352 0.448 -3.396
23 O -3.129 0.118 -2.526
24 C 2.198 0.195 -3.475
25 C -0.351 -2.389 1.608
26 H -2.080 0.820 0.242
27 H -3.060 -0.572 2.469
28 Ba -0.651 0.893 2.556
29 H 4.229 2.494 -1.946
30 H 2.005 3.372 -1.221
31 H -0.468 2.411 -0.681
32 Br 0.135 0.566 5.542
33 H -1.490 -3.335 -0.901
34 C 2.141 1.497 2.832
35 C 0.891 1.850 -2.267
36 C -1.663 0.111 -0.522
37 H -3.921 -1.483 -1.195
38 C 2.076 2.486 -1.866
39 C -1.290 -2.293 -1.189
40 C 3.380 0.837 -3.077
41 N -1.605 1.769 -2.349
42 H -1.954 2.106 -3.241
43 C -1.583 -1.762 1.246
44 H -3.697 -2.633 0.183
45 H -1.550 -1.406 4.571
46 C -0.272 -2.382 3.024
47 C -0.432 2.441 -1.790
48 H 1.401 2.456 0.916
49 H 0.407 -2.766 0.894
50 C -3.525 -1.607 -0.181
51 C 2.044 0.302 0.849

Force components x, y, z for each atom (eV/Å):
C 0.291 0.250 0.098
H -0.023 -0.378 0.142
H -0.089 0.459 0.058
H 0.060 0.352 0.269
H 0.064 -0.328 -0.246
H -0.506 -0.135 0.334
C -0.497 -0.492 0.504
H -0.337 0.107 -0.023
H -0.375 -0.088 0.036
H 0.533 0.232 0.209
H 0.152 -0.105 0.247
C -0.340 0.058 -0.706
C -0.277 -0.052 -0.110
H 0.855 -0.301 -0.479
C 0.456 0.388 -0.146
C -0.087 1.232 -0.031
C -0.182 0.196 -0.021
H 0.205 0.187 0.250
C 1.155 0.519 -0.256
C -0.083 -0.307 -0.295
H 0.171 0.438 -0.495
H -0.380 0.121 0.144
O 0.806 0.543 0.564
C -0.090 0.316 0.211
C -0.687 0.439 0.126
H 0.170 -0.509 -0.510
H 0.170 -1.334 0.136
Ba 1.449 -1.562 0.643
H -0.315 -0.284 -0.115
H 0.173 -0.408 -0.305
H 0.008 0.052 -0.595
Br -0.414 0.487 0.357
H 0.183 0.241 -0.216
C -0.749 -0.336 -0.295
C 0.264 -0.149 -0.095
C -0.274 -0.163 -0.336
H -0.083 -0.055 0.339
C -0.013 -0.269 -0.246
C -0.366 0.159 0.023
C -0.323 0.114 0.075
N -0.036 0.331 0.275
H 0.068 -0.239 0.300
C 0.648 0.664 0.258
H -0.153 0.429 -0.089
H -0.216 -0.620 -0.470
C -0.767 0.371 -0.246
C -0.190 -0.258 -0.082
H 0.799 -0.199 0.171
H -0.624 0.271 0.680
C -0.074 -0.237 -0.574
C -0.127 -0.146 0.537

Computed properties:
E: -3582.917359 hartree
largest force on an atom: 2.2 eV/Å
net charge: -1
LUMO: 1.63 eV
frontier orbital gap: 5.522 eV

Atom charges from the Löwdin analysis, given in e for atoms 1 to 4: atom 1 (C): -0.041, atom 2 (H): 0.130, atom 3 (H): 0.084, atom 4 (H): 0.101


[3]
ORCA calculation (wB97M-V/def2-TZVPD) on 2 unconnected molecules or ions with the total composition C22H25Br2ClF3N2O8 in a non-equilibrium geometry.

CARTESIAN COORDINATES (ANGSTROEM)
1 Br 7.385 -1.741 4.581
2 C -4.750 0.803 -2.729
3 C -2.405 -0.265 1.573
4 C 6.751 -0.393 2.175
5 H -4.254 2.072 0.916
6 H -5.598 -0.326 1.385
7 C -0.340 -1.423 -0.414
8 O 0.910 -0.707 -0.709
9 C 3.839 1.090 2.498
10 C 6.176 -1.317 3.192
11 F -4.150 1.490 -1.720
12 H -2.369 1.091 0.033
13 H 3.873 2.908 -0.293
14 C 3.358 -2.536 1.295
15 H 7.799 -0.641 2.033
16 C 2.183 1.518 0.984
17 F -5.489 1.734 -3.400
18 Cl 3.887 -4.188 1.388
19 N -1.785 0.358 0.412
20 O 5.064 4.499 1.499
21 F -5.629 -0.024 -2.147
22 C -6.451 -0.958 -4.928
23 C -3.958 1.732 1.906
24 C -4.977 -1.157 -5.267
25 H -4.052 -0.156 2.891
26 C 4.945 -1.817 3.146
27 C 2.379 -2.273 0.352
28 H -4.587 -2.073 -4.810
29 C 3.927 -1.531 2.108
30 O 6.673 3.019 1.206
31 O 4.353 1.325 3.539
32 H 4.878 1.544 0.154
33 Br 4.354 -3.004 4.531
34 H -6.642 -1.091 -3.866
35 H -0.330 -1.674 0.647
36 H -2.395 -1.212 -0.860
37 H -4.907 -1.297 -6.352
38 C 2.459 0.040 0.941
39 C 1.887 -0.974 0.180
40 H 6.741 0.617 2.578
41 N 3.387 2.094 1.563
42 H -3.033 2.248 2.152
43 H -1.792 -0.150 2.472
44 H -2.478 -1.342 1.395
45 H -4.737 2.005 2.614
46 C -3.663 0.124 -3.617
47 H -7.059 -1.695 -5.461
48 H 1.947 -3.049 -0.258
49 H -2.953 0.975 -3.781
50 C 4.370 2.436 0.548
51 C 5.383 3.427 1.119
52 O 1.219 2.127 0.695
53 H -1.352 0.040 -1.595
54 C 3.462 -0.239 1.868
55 O -4.729 -0.387 0.981
56 H 6.200 -0.414 1.242
57 C -3.803 0.209 1.888
58 H -6.779 0.044 -5.209
59 H 6.870 2.412 0.481
60 C -1.534 -0.563 -0.719
61 O -3.177 -0.942 -3.060
62 O -4.137 -0.063 -4.999
63 H -0.367 -2.362 -0.964

Force components x, y, z for each atom (eV/Å):
Br -0.025 0.103 -0.012
C -0.210 0.131 -0.451
C 0.018 -0.312 -0.512
C 0.315 0.196 0.412
H -0.075 0.025 -0.124
H -0.106 0.041 -0.183
C 0.171 -0.153 -0.026
O 0.001 -0.103 0.562
C -0.129 -0.494 -1.109
C -0.256 -0.187 -0.248
F 0.083 -0.010 0.076
H -0.075 0.077 0.191
H -0.184 0.196 0.016
C -0.005 0.045 -0.082
H 0.035 -0.092 -0.324
C 0.823 -1.101 -0.115
F -0.003 0.010 0.113
Cl 0.153 0.148 0.066
N 0.188 0.078 -0.387
O -0.171 0.744 0.449
F 0.014 -0.040 0.095
C -0.023 -0.096 0.188
C 0.009 -0.140 -0.264
C 0.137 -0.205 -0.347
H 0.203 -0.096 0.123
C -0.018 -0.499 0.451
C -0.124 0.528 0.232
H -0.005 0.085 0.200
C 0.023 -0.009 -0.014
O 0.320 -0.037 -0.387
O 0.593 0.034 0.533
H -0.002 -0.125 0.014
Br -0.135 0.274 -0.178
H -0.003 0.048 0.030
H 0.015 -0.002 0.106
H -0.067 -0.039 -0.518
H 0.062 -0.002 0.002
C -0.056 0.011 0.058
C -0.332 0.082 -0.201
H -0.065 0.207 0.001
N -0.475 0.356 0.613
H 0.080 -0.020 0.245
H 0.085 0.207 0.062
H -0.040 -0.113 0.073
H -0.056 0.208 0.029
C 0.639 -0.669 0.100
H 0.038 0.026 -0.061
H 0.132 -0.222 0.010
H -0.007 -0.014 -0.092
C 0.491 -0.033 0.011
C -0.266 -0.174 -0.193
O -0.565 0.611 -0.538
H -0.169 -0.169 -0.381
C -0.180 -0.097 0.130
O 0.194 -0.051 0.026
H -0.049 -0.097 -0.172
C -0.372 0.162 0.487
H 0.006 0.002 -0.070
H -0.015 -0.263 0.236
C 0.096 0.277 1.298
O -0.261 0.120 0.006
O -0.510 0.592 0.073
H 0.113 0.039 -0.330

Computed properties:
E: -7472.581358 hartree
largest force on an atom: 1.4 eV/Å
net charge: -1
LUMO: 1.11 eV
frontier orbital gap: 5.223 eV

Atom charges from the natural (NBO) analysis, given in e for atoms 1 to 4: atom 1 (Br): 0.080, atom 2 (C): 0.910, atom 3 (C): -0.236, atom 4 (C): -0.673


[4]
ORCA calculation (wB97M-V/def2-TZVPD) on C22H25BrN2O4 in the gas phase in a non-equilibrium geometry.

CARTESIAN COORDINATES (ANGSTROEM)
1 H -1.338 1.420 -1.768
2 C -1.229 -3.257 0.908
3 C -5.115 -1.098 -1.682
4 H 6.788 -1.404 1.368
5 C 7.662 0.274 0.379
6 H -6.085 -0.658 -1.931
7 O -3.186 1.991 0.197
8 C 4.426 -1.556 0.229
9 H -0.649 3.184 2.819
10 H 4.397 0.462 -1.652
11 H 8.285 1.968 -0.774
12 H -1.667 3.260 1.363
13 H -3.494 3.493 -1.071
14 C 6.315 1.317 -1.305
15 C -1.650 0.485 1.288
16 H -3.319 -2.531 -0.480
17 C -1.737 -1.875 0.774
18 H 4.820 -2.507 0.573
19 O -4.455 -0.085 -0.949
20 C 3.084 -1.464 0.215
21 C -2.721 0.710 0.413
22 C 6.653 -0.637 0.618
23 C -3.123 2.466 -1.141
24 C -1.472 2.702 2.282
25 H -1.710 2.873 -2.708
26 H -4.944 -2.221 -3.508
27 H 0.504 -4.344 1.059
28 O -0.962 1.409 2.004
29 C 2.231 -2.567 0.568
30 Br 2.125 0.128 -0.198
31 C -1.709 2.442 -1.710
32 H -1.029 3.013 -1.081
33 H 2.717 -3.524 0.791
34 C -2.863 -1.671 -0.019
35 C -3.356 -0.391 -0.203
36 N 0.969 -2.404 0.604
37 H -3.799 1.890 -1.782
38 C 7.495 1.258 -0.583
39 C -4.374 -1.474 -2.962
40 H -4.251 -0.596 -3.592
41 H -2.540 2.066 4.043
42 H -0.321 -0.946 2.104
43 C -1.161 -0.813 1.444
44 H -2.984 3.676 3.454
45 C 5.295 0.416 -1.059
46 H -3.390 -1.876 -2.738
47 C -2.722 2.666 3.154
48 H 6.186 2.069 -2.069
49 H 8.584 0.213 0.938
50 H -3.553 2.238 2.600
51 O -1.922 -4.248 1.000
52 H -5.288 -1.980 -1.055
53 N 0.145 -3.395 0.912
54 C 5.443 -0.568 -0.081

Force components x, y, z for each atom (eV/Å):
H 0.054 -0.083 -0.073
C 0.139 -0.123 -0.029
C -0.118 -0.307 -0.340
H 0.008 -0.083 0.051
C 0.126 0.061 -0.001
H 0.102 -0.130 0.082
O -0.014 -0.535 0.368
C -0.879 -0.204 0.085
H -0.125 -0.036 -0.089
H -0.070 -0.009 0.002
H 0.063 0.058 -0.019
H 0.102 -0.070 0.117
H 0.023 -0.109 -0.065
C 0.050 0.068 -0.019
C -0.224 -0.337 -0.132
H -0.088 -0.053 -0.076
C -0.316 0.589 0.112
H -0.086 -0.117 0.008
O 0.219 0.270 0.261
C 0.751 0.736 -0.240
C -0.001 0.174 -0.035
C -0.220 0.007 -0.055
C 0.149 0.232 -0.541
C -0.228 0.515 0.301
H 0.025 0.028 -0.126
H -0.042 -0.094 -0.084
H -0.246 0.301 -0.055
O 0.131 -0.100 -0.258
C -0.670 -0.783 0.263
Br 0.236 0.002 0.040
C -0.290 -0.040 0.282
H 0.086 0.085 0.044
H -0.054 0.051 0.005
C -0.043 -0.056 -0.100
C 0.116 0.028 0.134
N 0.509 0.559 -0.338
H 0.069 0.146 0.133
C 0.034 0.012 0.021
C -0.061 0.167 0.374
H 0.000 0.059 -0.078
H 0.007 -0.015 0.107
H 0.093 0.023 0.028
C -0.230 0.011 -0.031
H -0.061 0.119 0.039
C 0.018 -0.117 -0.002
H 0.070 -0.062 -0.037
C 0.322 -0.169 -0.264
H -0.005 0.062 -0.072
H 0.066 -0.003 0.042
H -0.120 0.002 0.007
O -0.081 0.037 -0.023
H -0.026 0.106 -0.012
N 0.328 -1.206 0.378
C 0.402 0.333 -0.087

Computed properties:
E: -3837.744920 hartree
largest force on an atom: 1.3 eV/Å
net charge: 0
SMILES string: CCOc1cc(C(=O)N/N=C/C(Br)=C/c2ccccc2)cc(OCC)c1OCC
LUMO: -0.05 eV
frontier orbital gap: 8.150 eV

Atom charges from the natural (NBO) analysis, given in e for atoms 1 to 4: atom 1 (H): 0.217, atom 2 (C): 0.667, atom 3 (C): -0.062, atom 4 (H): 0.201